{"formula": "C33H66FO15", "method": "ωB97M-V/def2-TZVPD", "gap_ev": 3.45, "de_lowest_kj_mol": 0.0, "charge": -1, "max_force_ha_per_bohr": 0.012, "species": ["C", "C", "O", "C", "C", "C", "F", "H", "H", "H", "H", "H", "H", "H", "H", "H", "H", "O", "C", "O", "C", "C", "C", "H", "H", "H", "H", "H", "H", "H", "H", "O", "C", "O", "C", "C", "C", "H", "H", "H", "H", "H", "H", "H", "H", "O", "C", "O", "C", "C", "C", "H", "H", "H", "H", "H", "H", "H", "H", "O", "C", "O", "C", "C", "C", "H", "H", "H", "H", "H", "H", "H", "H", "O", "C", "O", "C", "C", "C", "H", "H", "H", "H", "H", "H", "H", "H", "O", "C", "O", "C", "C", "C", "H", "H", "H", "H", "H", "H", "H", "H", "O", "C", "O", "C", "C", "C", "H", "H", "H", "H", "H", "H", "H", "H"], "positions_angstrom": [[2.452968, 0.858017, 1.316254], [2.956385, 0.675832, -0.127462], [3.662088, 1.757569, -0.656764], [2.810433, 2.989176, -0.870867], [3.749604, 3.894079, -1.665769], [4.881333, 4.609182, -0.940459], [6.166062, 4.060732, -1.228599], [2.692695, -0.036988, 1.901924], [1.364352, 0.948048, 1.342230], [2.861967, 1.753083, 1.786650], [2.092628, 0.443256, -0.769703], [3.648965, -0.178576, -0.152543], [2.720504, 3.443733, 0.138646], [4.216567, 3.304496, -2.465103], [3.138518, 4.661381, -2.160894], [4.965578, 5.664316, -1.218084], [4.753402, 4.531809, 0.144377], [-0.693680, 2.402433, 1.941774], [-1.189081, 1.606942, 2.685393], [-1.483669, 0.372731, 2.204233], [-1.839193, -0.718391, 3.059518], [-3.303772, -0.719213, 3.447248], [-1.513669, 1.941564, 4.128920], [-1.183690, -0.743521, 3.931602], [-1.596557, -1.600040, 2.468895], [-3.578397, 0.161304, 4.026593], [-3.525821, -1.604134, 4.047140], [-3.939839, -0.735784, 2.562664], [-2.469308, 2.466368, 4.145122], [-0.741379, 2.618117, 4.485342], [-1.575096, 1.084312, 4.792437], [2.087760, 3.758421, -4.686342], [1.203902, 3.222057, -4.065298], [0.085465, 3.942603, -3.814313], [-1.032336, 3.376124, -3.113270], [-0.864333, 3.432899, -1.610666], [1.359387, 1.845779, -3.498961], [-1.221206, 2.359428, -3.464665], [-1.879983, 3.985096, -3.429897], [0.000348, 2.863429, -1.266651], [-1.763007, 3.047961, -1.123044], [-0.701886, 4.460721, -1.289069], [1.920938, 2.024124, -2.564179], [1.957516, 1.255347, -4.193095], [0.432833, 1.322623, -3.277512], [-6.296884, -0.118981, 4.491146], [-6.605110, -0.989413, 5.252694], [-6.813728, -2.234241, 4.753062], [-7.048827, -3.367812, 5.591474], [-8.500433, -3.492590, 6.005194], [-6.816234, -0.728124, 6.729940], [-6.379127, -3.353500, 6.452807], [-6.756680, -4.215934, 4.974073], [-8.821751, -2.642467, 6.607156], [-8.646973, -4.401117, 6.590485], [-9.136189, -3.540298, 5.121395], [-7.817964, -0.317492, 6.857683], [-6.096953, 0.027189, 7.034344], [-6.712612, -1.598924, 7.370080], [0.385646, -3.141498, 4.192606], [1.413636, -3.605207, 3.766386], [2.140116, -2.881489, 2.901630], [3.435828, -3.302421, 2.438456], [3.316975, -4.292901, 1.301511], [1.860785, -5.005100, 4.136018], [4.031906, -3.687474, 3.267234], [3.911128, -2.387742, 2.089492], [2.814174, -5.209778, 1.602893], [4.304980, -4.557984, 0.922771], [2.744654, -3.844199, 0.489312], [1.333859, -5.708484, 3.492052], [1.566478, -5.184580, 5.167052], [2.924267, -5.189515, 4.025774], [6.534182, -1.219333, -2.922021], [6.585231, -0.035873, -3.131068], [7.049897, 0.347215, -4.361295], [6.985194, 1.713892, -4.787528], [8.143547, 2.545952, -4.276037], [6.230767, 1.018844, -2.124712], [6.026040, 2.155633, -4.516985], [7.016380, 1.650220, -5.875501], [8.135259, 2.609019, -3.188889], [8.079063, 3.559393, -4.674040], [9.090287, 2.103112, -4.590417], [7.081700, 1.144169, -1.453044], [5.360135, 0.738219, -1.539532], [5.992329, 1.986531, -2.548354], [-5.119595, 4.261481, -4.016845], [-4.746637, 4.849702, -4.992695], [-3.528085, 5.428133, -4.978817], [-2.925602, 6.012538, -6.137618], [-3.390340, 7.433638, -6.377656], [-5.632120, 5.008899, -6.214197], [-3.080803, 5.375136, -7.009825], [-1.860944, 5.992400, -5.911100], [-4.460438, 7.482755, -6.582046], [-2.858544, 7.859868, -7.229096], [-3.184583, 8.043390, -5.498239], [-6.318066, 5.834848, -6.025244], [-6.214660, 4.097778, -6.319977], [-5.099252, 5.203689, -7.140179], [2.133222, -7.568887, 1.787138], [1.085671, -7.702090, 1.213094], [0.557926, -6.610944, 0.621900], [-0.627519, -6.647144, -0.182041], [-1.887149, -6.563829, 0.652552], [0.329744, -9.011525, 1.198394], [-0.620016, -7.523175, -0.832610], [-0.535533, -5.770995, -0.820949], [-1.986887, -7.421205, 1.319474], [-2.762822, -6.530403, 0.003865], [-1.869885, -5.660080, 1.261223], [-0.218358, -9.091144, 2.137359], [1.060385, -9.814799, 1.159351], [-0.370385, -9.121403, 0.375731]], "forces_ev_per_angstrom": [[-0.39, -0.32, -0.07], [0.08, 0.27, -0.04], [-0.05, 0.17, 0.35], [0.42, -0.47, -0.03], [-0.33, 0.01, -0.07], [0.21, 0.01, 0.28], [-0.09, 0.00, 0.00], [0.11, 0.18, 0.15], [0.09, 0.17, -0.05], [0.18, -0.12, -0.05], [-0.01, -0.03, -0.03], [-0.05, 0.01, -0.08], [-0.12, 0.03, -0.02], [-0.16, 0.12, -0.11], [0.12, -0.03, 0.01], [-0.02, 0.01, -0.03], [0.06, -0.03, -0.09], [-0.19, 0.18, 0.06], [0.10, -0.35, -0.04], [-0.06, 0.23, 0.08], [0.06, -0.08, 0.09], [0.02, 0.08, -0.10], [0.12, -0.03, -0.07], [0.00, -0.03, -0.04], [0.00, -0.01, 0.05], [0.00, -0.02, 0.02], [0.00, -0.01, -0.01], [-0.01, -0.02, 0.00], [-0.01, 0.00, 0.00], [-0.03, 0.06, -0.02], [-0.02, -0.02, -0.02], [-0.06, 0.11, -0.25], [0.11, -0.05, 0.14], [-0.03, -0.08, -0.13], [-0.15, 0.10, 0.09], [0.06, -0.09, -0.01], [-0.10, -0.11, -0.54], [0.03, 0.02, 0.01], [0.02, -0.01, 0.00], [0.10, -0.02, -0.02], [0.00, 0.03, -0.01], [-0.06, 0.07, 0.00], [-0.06, 0.02, 0.41], [0.03, 0.07, 0.03], [0.05, 0.03, 0.09], [-0.06, 0.05, 0.04], [-0.07, -0.13, -0.03], [0.05, 0.13, 0.10], [0.01, -0.07, 0.02], [-0.01, 0.07, -0.05], [0.13, -0.05, -0.06], [0.00, 0.01, -0.01], [-0.01, -0.01, 0.01], [0.01, -0.02, 0.02], [0.00, -0.01, -0.01], [-0.01, -0.02, 0.01], [-0.01, 0.00, 0.00], [-0.03, 0.05, -0.02], [-0.03, -0.01, -0.01], [0.00, -0.03, 0.01], [0.05, -0.10, -0.16], [0.00, 0.05, 0.25], [0.01, -0.06, -0.23], [-0.08, -0.01, -0.03], [0.03, 0.16, 0.11], [-0.04, 0.01, 0.03], [-0.07, 0.06, 0.06], [0.04, -0.02, 0.02], [0.02, 0.05, 0.00], [0.04, 0.01, -0.03], [0.01, 0.00, -0.02], [-0.06, -0.01, -0.02], [0.00, -0.01, -0.03], [0.02, 0.02, 0.12], [0.09, -0.02, -0.26], [-0.12, 0.07, 0.21], [-0.02, 0.03, -0.07], [0.05, -0.12, 0.04], [-0.07, 0.00, -0.12], [-0.01, -0.01, 0.00], [0.00, 0.02, 0.00], [-0.02, 0.05, 0.00], [-0.01, 0.00, -0.01], [0.00, 0.02, -0.01], [-0.01, 0.00, 0.02], [0.05, -0.16, 0.03], [0.12, 0.03, 0.03], [-0.04, 0.01, 0.00], [0.04, 0.14, -0.12], [-0.15, -0.10, 0.09], [0.13, 0.00, -0.04], [-0.05, -0.01, 0.08], [0.11, -0.12, 0.01], [-0.02, 0.00, 0.01], [0.01, 0.00, -0.02], [0.01, -0.01, -0.03], [0.02, 0.00, 0.01], [0.01, 0.01, -0.01], [0.00, 0.01, 0.00], [-0.04, 0.02, 0.04], [0.00, 0.03, 0.01], [-0.03, -0.25, 0.07], [-0.07, 0.28, 0.02], [0.04, -0.13, 0.00], [-0.06, 0.02, -0.06], [0.06, 0.00, 0.08], [0.11, 0.03, -0.13], [0.01, 0.00, 0.02], [-0.01, 0.00, 0.00], [-0.01, -0.02, -0.03], [0.00, 0.01, -0.01], [-0.02, 0.01, -0.01], [-0.01, 0.00, 0.01], [0.01, 0.00, 0.06], [-0.02, 0.02, 0.02]], "lowdin_charge": [-0.071, -0.331, -0.286, -0.222, -0.247, -0.189, -0.121, 0.044, 0.046, 0.070, 0.098, 0.096, 0.039, 0.090, 0.091, 0.093, 0.100, 0.110, -0.522, -0.004, -0.240, -0.073, 0.012, 0.108, 0.118, 0.057, 0.078, 0.086, 0.092, 0.088, 0.064, 0.061, -0.544, -0.016, -0.242, -0.065, -0.013, 0.104, 0.099, 0.052, 0.075, 0.081, 0.043, 0.087, 0.066, 0.110, -0.519, -0.007, -0.244, -0.067, 0.014, 0.111, 0.123, 0.067, 0.080, 0.083, 0.095, 0.091, 0.066, 0.082, -0.523, 0.003, -0.221, -0.054, 0.019, 0.111, 0.117, 0.038, 0.087, 0.089, 0.076, 0.088, 0.072, 0.083, -0.503, -0.022, -0.242, -0.069, 0.015, 0.116, 0.116, 0.065, 0.079, 0.075, 0.106, 0.070, 0.041, 0.108, -0.527, -0.009, -0.231, -0.066, 0.008, 0.114, 0.129, 0.064, 0.080, 0.084, 0.092, 0.087, 0.064, 0.094, -0.523, -0.005, -0.229, -0.060, 0.016, 0.111, 0.128, 0.067, 0.082, 0.085, 0.096, 0.090, 0.068]}